(1)
{"formula": "C6H28N2O9", "method": "wB97M-V/def2-TZVPD", "e_homo_ev": -9.0, "smiles": "CCCc1c[nH]cn1.O.O.O.O.O.O.O.O.O", "species": ["C", "C", "C", "C", "C", "N", "C", "N", "H", "H", "H", "H", "H", "H", "H", "H", "H", "H", "O", "H", "H", "O", "H", "H", "O", "H", "H", "O", "H", "H", "O", "H", "H", "O", "H", "H", "O", "H", "H", "O", "H", "H", "O", "H", "H"], "xyz": [[-1.50509, -2.58252, -3.55843], [-0.74224, -1.59602, -2.59576], [-0.83257, -2.06117, -1.15309], [-0.54704, -0.87895, -0.24490], [-0.13338, 0.49830, -0.69902], [-0.16892, 1.14896, 0.46884], [-0.50056, 0.48942, 1.56648], [-0.73730, -0.77667, 1.14930], [-1.40529, -2.65021, -4.58983], [-1.44241, -3.61628, -3.19015], [-2.62038, -2.41117, -3.42750], [-1.20292, -0.59460, -2.71882], [0.29613, -1.55098, -2.86294], [-0.01658, -2.74853, -0.83961], [-1.81427, -2.48732, -0.81684], [0.17558, 0.91625, -1.65572], [0.05142, 2.08034, 0.42682], [-0.53758, 0.92169, 2.65196], [-2.71494, -2.88585, 1.53465], [-2.38292, -2.12722, 1.11435], [-2.01500, -2.90929, 2.14699], [0.60459, 3.92906, 0.03330], [-0.20759, 4.17159, -0.30769], [0.65071, 4.04403, 0.93236], [2.16263, -2.46936, 1.78381], [1.26468, -1.99320, 1.70980], [2.12529, -2.91739, 2.55691], [-3.21567, 1.03985, -3.71529], [-2.24837, 0.93697, -3.48394], [-3.57723, 0.40108, -2.98496], [2.70410, 2.19782, -0.24720], [2.13034, 2.87313, -0.56521], [3.33258, 2.71442, 0.31274], [1.26474, 1.58547, 3.28810], [1.55726, 1.37672, 2.42204], [1.78607, 0.94953, 3.85924], [3.41275, 0.96344, 2.15888], [3.47254, 0.42666, 1.39469], [4.33336, 1.26456, 2.38100], [3.00961, -0.45600, -0.03063], [2.88344, -1.33711, 0.06206], [2.24989, 0.01404, -0.33535], [-3.31596, 0.74842, -0.49465], [-3.83591, 0.54377, 0.33099], [-2.38879, 0.66528, -0.22971]]}

---

(2)
{"formula": "C13H20F4N2RhSi", "method": "wB97M-V/def2-TZVPD", "charge": 1, "e_homo_ev": -11.4, "species": ["Rh", "C", "N", "C", "C", "C", "N", "C", "C", "F", "C", "F", "C", "C", "F", "C", "F", "H", "H", "H", "H", "H", "H", "H", "H", "H", "H", "H", "C", "Si", "C", "C", "H", "H", "H", "H", "H", "H", "H", "H", "H"], "xyz": [[0.16340, 1.05091, -0.01077], [1.30975, -0.53823, 2.20858], [1.59110, 0.69129, 1.42814], [1.79648, 1.81078, 2.36721], [2.80767, 0.46416, 0.58984], [2.46670, -0.50800, -0.51846], [1.21947, -0.04902, -1.10688], [0.64632, -0.62350, -2.23151], [-0.52677, -0.03433, -2.68792], [-0.98340, 1.03875, -1.94173], [-1.21072, -0.45120, -3.80669], [-2.33088, 0.17650, -4.15814], [-0.72283, -1.51008, -4.54731], [0.44605, -2.11203, -4.12158], [0.94451, -3.13580, -4.80573], [1.12413, -1.69538, -2.98446], [2.24277, -2.33916, -2.62354], [2.19905, -0.81938, 2.77792], [1.02038, -1.34874, 1.54606], [0.49327, -0.33794, 2.89826], [2.53518, 1.53067, 3.12162], [0.85629, 2.04600, 2.85809], [2.15237, 2.68511, 1.82548], [3.61373, 0.08512, 1.22426], [3.11471, 1.42436, 0.17412], [2.41544, -1.53385, -0.14152], [3.24745, -0.48359, -1.27988], [-1.23741, -1.85832, -5.43047], [-1.81497, 1.68196, 2.70124], [-1.87655, 0.54453, 1.20083], [-2.06316, -1.25154, 1.69728], [-3.21426, 1.06829, -0.00442], [-2.83350, 1.71692, 3.09793], [-1.52410, 2.71127, 2.48569], [-1.17045, 1.29008, 3.48731], [-2.99717, -1.41287, 2.24017], [-1.25449, -1.58687, 2.34512], [-2.08598, -1.89324, 0.81565], [-4.16542, 1.00970, 0.53490], [-3.28273, 0.40347, -0.86335], [-3.11141, 2.09321, -0.36136]]}

---

(3)
{"formula": "C24H31N5O6", "method": "wB97M-V/def2-TZVPD", "e_homo_ev": -9.2, "smiles": "CC(C)(C)OC(=O)N1CCC(NC(=O)c2nc[nH]c2C(=O)NCC(=O)OCc2ccccc2)CC1", "species": ["C", "C", "C", "C", "O", "C", "O", "N", "C", "C", "C", "N", "C", "O", "C", "N", "C", "N", "C", "C", "O", "N", "C", "C", "O", "O", "C", "C", "C", "C", "C", "C", "C", "C", "C", "H", "H", "H", "H", "H", "H", "H", "H", "H", "H", "H", "H", "H", "H", "H", "H", "H", "H", "H", "H", "H", "H", "H", "H", "H", "H", "H", "H", "H", "H", "H"], "xyz": [[4.52968, -0.20449, 5.07416], [3.08281, -0.39920, 5.52652], [2.54326, 0.88479, 6.15948], [2.96596, -1.56666, 6.50570], [2.22076, -0.61108, 4.38291], [2.40068, -1.68124, 3.58859], [3.26690, -2.51798, 3.71280], [1.45692, -1.73998, 2.61433], [0.47248, -0.71533, 2.35610], [0.76570, -0.02040, 1.02434], [0.85618, -1.03932, -0.11980], [-0.43798, -1.60949, -0.41142], [-1.11060, -1.39594, -1.54883], [-0.69794, -0.67518, -2.45513], [-2.39502, -2.11176, -1.58895], [-2.75345, -2.91333, -0.53967], [-3.92531, -3.40148, -0.83627], [-4.35920, -2.95795, -2.03166], [-3.40160, -2.13090, -2.54275], [-3.67390, -1.48345, -3.84556], [-4.75858, -1.64858, -4.38652], [-2.65881, -0.77005, -4.35178], [-2.82203, 0.04604, -5.52154], [-2.79061, 1.53670, -5.20532], [-2.64100, 2.39558, -6.03154], [-2.97020, 1.75280, -3.90401], [-2.90745, 3.10629, -3.45810], [-1.48970, 3.56024, -3.21668], [-1.13261, 4.88083, -3.45263], [0.16208, 5.30622, -3.21424], [1.11138, 4.41407, -2.74508], [0.76030, 3.09506, -2.51560], [-0.53543, 2.66752, -2.74661], [1.86561, -2.13675, 0.23625], [1.54571, -2.76132, 1.59533], [4.59055, 0.61014, 4.35532], [4.90064, -1.11369, 4.60956], [5.15196, 0.03452, 5.93185], [2.59736, 1.70393, 5.44704], [3.12873, 1.13935, 7.03762], [1.50526, 0.74905, 6.45203], [3.34203, -2.47733, 6.04818], [3.54522, -1.35363, 7.39963], [1.92524, -1.71674, 6.78562], [-0.51893, -1.18331, 2.32532], [0.49095, 0.00527, 3.17221], [1.71793, 0.50687, 1.09781], [-0.01529, 0.70958, 0.80801], [1.16702, -0.52951, -1.03914], [-0.87816, -2.22744, 0.25585], [-4.47927, -4.07293, -0.21124], [-5.22304, -3.14833, -2.51939], [-1.82247, -0.63181, -3.77338], [-3.79577, -0.19112, -5.96665], [-2.04018, -0.16155, -6.25858], [-3.48007, 3.12367, -2.52511], [-3.39027, 3.75352, -4.19800], [-1.86956, 5.57568, -3.82824], [0.43193, 6.33489, -3.40262], [2.12328, 4.74601, -2.56473], [1.49703, 2.39156, -2.15672], [-0.80061, 1.63472, -2.57687], [2.86247, -1.69551, 0.27393], [1.86103, -2.90938, -0.53323], [0.59554, -3.30633, 1.55492], [2.33449, -3.45441, 1.89219]]}

---

What did we get for total energy? Answer: -1032.0017, -1416.0998, -1658.5052 Eh, in the order shown.
What did we get for F_max? Answer: 5.70, 1.21, 0.96 eV/A, in the order shown.